Density functional theory data (ωB97M-V with the def2-TZVPD basis set) for a cluster of 2 separate species, C2H6N2OS in total.

Each line ends with the Mulliken charge.
Atoms and positions in Å:
C (-1.327, 0.309, 1.682)  0.36
C (-1.242, -0.561, -0.638)  -0.93
N (-0.544, -0.649, 2.232)  -0.41
N (1.018, 0.765, -0.851)  -0.54
O (-2.100, 1.200, 1.881)  -0.43
S (0.404, -0.811, -1.018)  0.01
H (-1.818, 0.206, -1.073)  0.40
H (-1.708, -1.478, -0.344)  0.46
H (-0.250, -1.423, 1.670)  0.29
H (0.249, -0.524, 2.955)  0.25
H (1.853, 0.723, -0.187)  0.27
H (1.516, 1.053, -1.738)  0.28

Values from the calculation:
2S+1: 3
E_HOMO (spin up / spin down) (Ha): -0.206 / -0.359
Calculated total energy (Eh): -662.568645

=====

Density functional theory data (ωB97M-V with the def2-TZVPD basis set) for an isolated molecule of C2H6N2OS2.

Each line ends with the Mulliken charge.
Atoms and positions in Å:
C (-1.895, -1.257, 0.865)  -0.70
C (0.543, -0.203, -0.182)  0.53
H (-1.463, -1.738, 1.713)  0.27
H (-2.757, -1.814, 0.572)  0.29
H (-2.138, -0.208, 1.009)  0.25
H (1.897, -1.640, 0.160)  0.27
H (2.283, 0.750, 0.824)  0.36
H (-0.861, 2.737, 0.840)  0.16
N (1.832, -0.728, -0.217)  -0.18
N (0.411, 1.009, 0.139)  -0.58
O (2.807, 0.079, 0.373)  -0.39
S (-0.723, -1.401, -0.524)  -0.11
S (-0.964, 1.906, -0.204)  -0.19

Values from the calculation:
SMILES: CS/C(=N\S)NO
2S+1: 1
E_HOMO (Ha): -0.311
Calculated total energy (Eh): -1060.842512

=====

Density functional theory data (ωB97M-V with the def2-TZVPD basis set) for the ion C2H6N2P with charge +1.

Each line ends with the Mulliken charge.
Atoms and positions in Å:
C (0.316, -1.370, -0.121)  -0.21
C (-1.611, 1.196, -0.130)  -0.27
N (-1.069, -1.334, -0.021)  -0.03
N (0.945, -0.161, 0.137)  -0.40
P (-2.194, -0.317, 0.291)  0.19
H (0.754, -2.162, 0.474)  0.37
H (0.401, -1.610, -1.258)  0.27
H (-2.197, 2.138, -0.085)  0.35
H (-0.700, 1.178, -0.758)  0.25
H (1.686, -0.199, 0.817)  0.22
H (1.140, 0.553, -0.551)  0.26

Values from the calculation:
2S+1: 3
Net charge: +1
E_HOMO (spin up / spin down) (Ha): -0.538 / -0.547
Calculated total energy (Eh): -530.237327

=====

Density functional theory data (ωB97M-V with the def2-TZVPD basis set) for an isolated molecule of C2H6N2S.

Each line ends with the Mulliken charge.
Atoms and positions in Å:
C (-1.902, -1.320, 0.263)  -0.66
C (0.340, -0.932, 0.076)  0.16
H (-2.192, -0.257, -0.313)  0.17
H (-2.672, -2.100, -0.237)  0.26
H (-2.016, -1.083, 1.466)  0.27
H (1.257, -1.194, -0.433)  0.36
H (-0.844, 0.663, 0.332)  0.24
H (1.881, 1.633, 0.815)  0.17
N (-0.547, -1.881, 0.075)  -0.44
N (0.067, 0.381, 0.292)  -0.36
S (1.083, 1.647, -0.389)  -0.15

Values from the calculation:
SMILES: C/N=C\NS
2S+1: 1
E_HOMO (Ha): -0.339
Calculated total energy (Eh): -587.412311

=====

Density functional theory data (ωB97M-V with the def2-TZVPD basis set) for an isolated molecule of C2H6N2S.

Each line ends with the Mulliken charge.
Atoms and positions in Å:
C (0.349, -0.558, -1.046)  -0.50
C (0.356, -0.358, 0.298)  0.42
H (1.573, -0.966, -1.377)  0.29
H (-0.550, -1.285, -1.423)  0.22
H (0.064, 0.610, -1.298)  0.17
H (1.925, -1.371, 0.795)  0.22
H (-0.729, 0.096, 1.968)  0.36
H (-2.341, 2.172, -0.490)  0.19
N (1.263, -0.776, 1.237)  -0.71
N (-0.873, 0.275, 0.896)  -0.44
S (-1.036, 2.162, 0.441)  -0.19

Values from the calculation:
SMILES: [H]/N=C(\C)NS
2S+1: 1
E_HOMO (Ha): -0.352
Calculated total energy (Eh): -587.356598

=====

Density functional theory data (ωB97M-V with the def2-TZVPD basis set) for an isolated molecule of C2H6N2S.

Each line ends with the Mulliken charge.
Atoms and positions in Å:
C (1.698, -0.540, 0.568)  -0.83
C (-0.502, -0.061, 1.183)  0.11
H (2.391, 0.283, 1.169)  0.29
H (2.324, -1.092, -0.278)  0.27
H (1.787, -1.417, 1.412)  0.33
H (-0.453, 1.750, -0.606)  0.18
H (0.011, 0.177, 2.228)  0.27
H (-2.025, 0.033, -0.077)  0.31
N (0.324, -0.400, 0.133)  -0.09
N (-1.689, 0.191, 0.912)  -0.59
S (-0.104, 0.333, -1.354)  -0.25

Values from the calculation:
SMILES: [H]/N=C\N(C)S
2S+1: 1
E_HOMO (Ha): -0.327
Calculated total energy (Eh): -587.380793